No. 1
Below is a molecular structure, C24H18CrN6O8 at a distorted geometry, with properties calculated with ωB97M-V/def2-TZVPD.

```
57
Properties=species:S:1:pos:R:3
Cr -0.465 0.383 0.110
O -1.911 0.543 3.851
C -1.666 0.335 2.694
N -0.668 0.902 1.937
C 0.079 1.901 2.484
O 0.060 2.320 3.615
C 0.982 2.487 1.436
C 1.773 3.586 1.743
C 2.593 4.111 0.760
C 2.565 3.522 -0.495
C 1.729 2.440 -0.723
N 0.953 1.920 0.225
C -2.484 -0.580 1.828
C -3.581 -1.247 2.355
C -4.302 -2.097 1.533
C -3.914 -2.213 0.205
C -2.816 -1.495 -0.241
N -2.095 -0.711 0.555
H 1.722 3.988 2.743
H 3.238 4.952 0.962
H 3.191 3.893 -1.288
H 1.715 1.947 -1.686
H -3.821 -1.089 3.395
H -5.147 -2.652 1.908
H -4.451 -2.857 -0.474
H -2.488 -1.579 -1.268
O 1.218 -2.533 -3.027
C 0.366 -1.860 -2.274
O -0.114 -2.274 -1.244
C -0.069 -0.567 -2.883
C 0.007 -0.365 -4.258
C -0.505 0.807 -4.799
C -1.080 1.732 -3.943
C -1.113 1.457 -2.573
N -0.601 0.323 -2.044
C -1.768 2.294 -1.561
O -2.390 3.418 -1.884
O -1.773 1.906 -0.392
H 1.477 -3.375 -2.621
H 0.446 -1.127 -4.879
H -0.468 0.985 -5.862
H -1.491 2.652 -4.332
H -2.379 3.611 -2.833
C 1.956 -3.039 3.455
N 1.967 -2.396 2.158
C 3.067 -2.458 1.377
C 3.139 -1.799 0.200
C 2.029 -0.972 -0.183
O 1.966 -0.319 -1.237
N 0.948 -0.911 0.644
C 0.848 -1.669 1.766
O -0.187 -1.720 2.409
H 2.549 -2.453 4.160
H 2.367 -4.044 3.388
H 0.927 -3.082 3.806
H 3.870 -3.078 1.751
H 3.998 -1.854 -0.446
```

Results
- 2S+1 = 2
- charge = +1
- HOMO (alpha / beta) (hartree) = -0.4165 / -0.4164
- HOMO-LUMO gap (alpha / beta) (eV) = 6.98 / 7.02
- <S²> = 0.76
- LUMO (alpha / beta) (eV) = -4.36 / -4.31

No. 2
Below is a molecular structure, C24H18N3O7S4SbW, with properties calculated with ωB97M-V/def2-TZVPD.

```
58
Properties=species:S:1:pos:R:3
W -1.169 -0.388 0.908
S -3.136 0.362 -3.707
Sb -3.621 -0.429 -1.647
S -2.549 1.204 -0.102
S -1.562 -1.703 -1.001
O -3.610 -3.081 2.975
C -2.673 -2.610 2.374
O -2.707 -1.466 1.730
C -1.362 -3.321 2.198
C -1.259 -4.658 1.940
C -0.067 -5.166 1.382
C 0.939 -4.348 0.924
C 0.801 -2.991 1.180
C -0.245 -2.477 1.978
O -0.178 -1.277 2.501
N 1.519 -2.029 0.441
O 0.925 -0.941 0.206
O 2.617 -2.246 -0.010
N 0.049 -6.606 1.143
O -0.881 -7.313 1.477
O 1.051 -7.013 0.582
H -2.102 -5.314 2.101
H 1.761 -4.735 0.343
C 3.101 1.476 -4.233
C 1.647 1.712 -3.804
C 0.853 0.423 -4.026
C 1.026 2.813 -4.673
C 1.621 2.157 -2.343
C 2.308 3.323 -1.951
C 2.262 3.808 -0.661
C 1.513 3.105 0.277
S 1.110 3.524 1.921
C 0.101 2.124 2.026
N 0.139 1.361 0.968
C 0.878 1.921 -0.077
C 0.914 1.452 -1.390
C -0.862 1.817 3.064
C -0.967 2.561 4.240
C -2.006 2.295 5.107
C -2.928 1.302 4.772
C -2.803 0.562 3.608
C -1.752 0.785 2.716
H 3.134 1.154 -5.276
H 3.563 0.699 -3.621
H 3.705 2.382 -4.143
H 0.906 0.148 -5.081
H -0.204 0.532 -3.770
H 1.262 -0.407 -3.445
H 1.042 2.509 -5.722
H 1.570 3.756 -4.588
H -0.012 2.988 -4.388
H 2.873 3.875 -2.691
H 2.773 4.725 -0.395
H 0.353 0.568 -1.653
H -0.250 3.343 4.465
H -2.114 2.856 6.026
H -3.758 1.102 5.440
H -3.534 -0.203 3.386
```

Results
- 2S+1 = 2
- charge = -1
- HOMO (alpha / beta) (hartree) = -0.1652 / -0.1746
- HOMO-LUMO gap (alpha / beta) (eV) = 5.29 / 5.23
- <S²> = 0.77
- LUMO (alpha / beta) (eV) = 0.80 / 0.48

No. 3
Below is a molecular structure, C24H18N7ORuS4 at a distorted geometry, with properties calculated with ωB97M-V/def2-TZVPD.

```
55
Properties=species:S:1:pos:R:3
Ru 0.424 -0.378 0.077
S -1.411 -1.775 0.864
C -0.809 -3.119 -0.076
C -0.928 -4.409 0.442
C -0.548 -5.521 -0.291
C -0.710 -6.830 0.258
N -0.864 -7.879 0.703
C -0.021 -5.351 -1.586
C 0.125 -4.073 -2.096
C -0.252 -2.948 -1.362
S -0.047 -1.374 -2.094
C 0.360 -6.485 -2.369
N 0.653 -7.394 -3.008
H -1.319 -4.540 1.442
H 0.549 -3.930 -3.081
S 3.029 4.973 -3.361
C 2.254 3.648 -2.442
C 0.878 3.628 -2.252
C 0.324 2.602 -1.508
N 1.056 1.637 -0.956
C 2.381 1.659 -1.139
C 3.021 2.643 -1.870
C 2.962 4.221 -4.992
C 1.884 4.468 -5.827
C 1.888 3.878 -7.084
N 2.869 3.098 -7.522
C 3.900 2.877 -6.713
C 3.999 3.417 -5.437
H 0.253 4.401 -2.676
H -0.745 2.556 -1.337
H 2.952 0.868 -0.669
H 4.095 2.628 -1.987
H 1.071 5.106 -5.509
H 1.064 4.041 -7.771
H 4.685 2.240 -7.104
H 4.860 3.221 -4.813
N 6.353 0.228 1.170
C 5.411 -0.440 1.260
N 4.381 -1.224 1.397
C 3.198 -1.283 1.027
N 2.067 -1.459 0.725
O -0.139 1.229 1.682
S -1.278 1.406 2.652
C -0.476 1.493 4.302
C -0.797 2.856 4.896
C -0.756 3.835 3.726
C -1.635 3.207 2.655
H 0.585 1.376 4.080
H -0.817 0.656 4.909
H -0.091 3.121 5.683
H -1.799 2.849 5.332
H 0.266 3.936 3.357
H -1.119 4.824 4.007
H -1.455 3.572 1.646
H -2.695 3.305 2.898
```

Results
- 2S+1 = 2
- charge = 0
- HOMO (alpha / beta) (hartree) = -0.3126 / -0.3097
- HOMO-LUMO gap (alpha / beta) (eV) = 6.53 / 6.97
- <S²> = 0.79
- LUMO (alpha / beta) (eV) = -1.98 / -1.45

No. 4
Below is a molecular structure, C24H19BaN6OSe at a distorted geometry, with properties calculated with ωB97M-V/def2-TZVPD.

```
52
Properties=species:S:1:pos:R:3
Ba -1.040 0.695 -0.164
N 3.620 -4.409 5.430
C 2.827 -3.902 4.778
C 1.849 -3.284 3.961
C 2.043 -3.215 2.580
C 1.068 -2.666 1.776
C -0.096 -2.142 2.340
C -0.266 -2.185 3.725
C 0.686 -2.769 4.531
C -1.147 -1.576 1.509
C -1.711 -0.337 1.900
C -3.065 0.058 1.905
C -3.070 1.390 2.284
C -1.725 1.760 2.396
N -0.903 0.731 2.182
C -1.557 -2.203 0.344
C -1.482 -3.576 -0.024
C -2.003 -3.663 -1.288
C -2.344 -2.347 -1.671
N -2.104 -1.478 -0.704
H 2.948 -3.613 2.149
H 1.195 -2.636 0.698
H -1.172 -1.789 4.154
H 0.543 -2.838 5.598
H -3.919 -0.593 1.805
H -3.932 1.996 2.506
H -1.338 2.737 2.645
H -1.144 -4.377 0.606
H -2.137 -4.547 -1.878
H -2.756 -2.027 -2.615
C -2.287 4.721 -1.614
C -1.099 3.913 -1.189
N 0.075 4.537 -1.087
O -1.181 2.708 -0.934
H -2.015 5.705 -1.980
H -2.953 4.836 -0.758
H -2.830 4.174 -2.383
H 0.206 5.511 -1.307
H 0.878 4.004 -0.778
Se 2.459 0.102 -0.012
N 1.221 0.523 -1.184
C 1.810 0.806 -2.353
C 1.160 1.187 -3.539
C 1.919 1.436 -4.648
C 3.327 1.312 -4.624
C 3.995 0.954 -3.489
C 3.247 0.695 -2.323
N 3.742 0.338 -1.142
H 0.079 1.262 -3.552
H 1.438 1.729 -5.569
H 3.876 1.500 -5.533
H 5.067 0.855 -3.459
```

Results
- charge = +1
- HOMO (hartree) = -0.3978
- HOMO-LUMO gap (eV) = 6.79
- LUMO (eV) = -4.03